Record 1
# C36H82FN2O13P2Si

A 4-piece molecular cluster, C36H82FN2O13P2Si overall at a distorted geometry (ωB97M-V/def2-TZVPD, the OMol25 dataset).

Structure (XYZ):
```
137
Properties=species:S:1:pos:R:3
P 0.45210 -1.49935 -0.91152
P -2.07380 1.18642 -1.56430
Si -4.07127 -2.41758 6.42104
F -2.45654 -1.81492 -1.42679
O 3.80103 2.20185 -2.18878
O 0.98848 -6.07461 3.55874
O 11.02897 2.44924 0.17854
O -3.55371 0.42268 -6.94605
O -0.70659 1.94262 -1.88076
O -2.52244 0.40222 -2.71188
O 8.28070 2.61411 -0.86283
O 3.89971 4.80705 -0.85163
O -1.57111 2.54020 -7.42393
O 1.74169 -4.87667 5.38559
O -3.14687 2.36639 -1.30086
O -5.54973 -0.06886 0.49218
O -3.73753 -2.64235 4.77514
N -2.59725 -1.17910 1.64439
N -0.30616 3.58925 0.65163
C -1.64538 1.54416 1.02940
C -4.27740 0.43895 0.82798
C -4.33264 -0.62696 6.91659
C -0.23742 2.15614 0.96109
C -0.69653 -0.65214 0.34967
C 0.71607 -0.49765 -2.42074
C 10.95406 3.80748 0.57343
C -3.49744 -1.92739 2.56918
C 1.90468 -5.32935 4.23952
C 8.93400 1.41756 -0.46524
C -3.21174 0.45906 -5.57183
C -1.34510 -1.86236 1.10104
C 4.49589 1.63740 -1.09031
C -2.68219 2.25947 -8.26511
C -2.76766 -3.16143 7.53110
C -1.88332 0.34637 0.04338
C 8.78811 3.15258 -2.07247
C 1.79486 -1.20790 -3.26865
C -3.84655 1.70326 -7.47872
C -5.66216 -3.35690 6.72900
C -6.29643 0.81284 -0.32270
C -5.68510 -2.89522 0.02435
C 5.21815 4.98092 -1.34792
C -0.48157 -2.49565 2.18943
C 2.96696 4.45151 -1.85392
C -3.12605 -0.52402 0.43063
C -0.32503 -5.52494 3.49950
C -4.19588 -2.83104 -0.30364
C 9.93956 1.66747 0.63532
C -0.62184 -5.02491 2.10210
C -3.20152 -1.59570 4.03339
C 2.08491 -1.29875 -0.05976
C 0.19753 -3.78339 1.71640
C 2.67062 2.96994 -1.81716
C -0.55704 1.55399 -7.49157
C -3.58228 -1.48298 -0.67272
H -4.05668 -3.44498 -1.18603
H 1.09816 0.48491 -2.16829
H 8.37177 4.15214 -2.18897
H -0.02299 1.61569 -8.44536
H 0.23321 -1.78809 2.60513
H -2.50595 -4.17772 7.25969
H -2.81732 -0.51683 -5.29902
H 9.45383 2.14247 1.49300
H -5.49904 -4.39982 6.47414
H -1.12495 -2.79915 3.01072
H 0.38895 1.68174 0.21587
H -4.90174 -0.09302 6.15966
H 11.71613 4.35293 0.02036
H -2.98528 3.20340 -8.72827
H -1.84046 1.26709 2.06597
H -2.44669 1.21323 -5.37373
H 2.82658 -1.94251 -0.50302
H 2.38462 -0.25711 -0.14765
H -0.55860 4.08090 1.49816
H -6.27915 -2.59002 -0.82726
H -3.37583 -0.12102 7.01323
H -0.44670 -4.71129 4.21005
H -3.63816 -3.35290 0.46576
H 8.16309 0.73545 -0.09069
H -0.39114 -5.81221 1.39210
H -4.86124 -0.61320 7.85911
H -6.43939 1.77747 0.16029
H -7.27558 0.38951 -0.50018
H -2.12308 -1.49560 4.18665
H -3.35136 -2.99389 2.45629
H -1.88115 -2.54628 7.64328
H -4.15910 1.40634 0.35695
H 0.32315 -3.80369 0.64073
H 0.61830 3.91204 0.39836
H 1.18143 -3.88333 2.16237
H 2.83100 -5.14724 3.67837
H -2.95384 3.12730 -1.85025
H 5.29208 5.90768 -1.92600
H -4.70537 1.59054 -8.14773
H 2.35350 -0.46846 -3.82699
H -1.68432 -4.80998 1.99533
H 2.04322 5.00632 -1.65112
H 5.52564 4.13616 -1.96803
H -3.65059 -0.62169 4.24785
H 10.34509 0.70599 0.96588
H 1.87673 2.74698 -2.53883
H -2.33779 2.35563 0.83674
H 4.70730 2.38264 -0.32057
H -6.38810 -2.99424 6.00521
H -0.17523 -0.43585 -3.02768
H 2.31370 2.67795 -0.82138
H -2.39808 1.56744 -9.06241
H -0.96470 0.54771 -7.36859
H -6.02315 -3.23781 7.74026
H 9.97593 4.23967 0.34817
H -1.02932 -6.30847 3.75152
H -4.12820 2.39822 -6.68125
H -4.24505 -0.95304 -1.34392
H -3.22689 -3.20789 8.51673
H 1.32753 -1.91498 -3.94099
H -5.93486 -3.93722 0.20222
H 0.14803 1.74973 -6.68445
H 5.88761 5.04676 -0.49283
H 8.47215 2.53888 -2.92301
H -5.97419 -2.34999 0.90833
H 1.95373 -1.49261 0.99810
H 3.32359 4.74105 -2.84608
H -4.09151 0.66380 -4.95371
H -4.54631 -1.72895 2.39490
H 9.42065 0.94123 -1.32096
H 2.50025 -1.77671 -2.67220
H 0.26934 1.98630 1.91187
H 3.91910 0.81371 -0.65345
H -5.81383 0.98396 -1.28501
H -2.14318 -0.52330 2.28061
H -4.27088 0.61449 1.90443
H 11.15807 3.90829 1.64457
H 5.43953 1.24490 -1.46354
H -0.86807 2.74228 -2.38571
H -1.57819 -2.68982 0.44591
H -0.01407 -0.29390 1.11459
H 9.87756 3.22491 -2.06226
```

Properties
Total charge: +1

Atom charges from the Mulliken analysis, given in e for atoms 1 to 5: -0.453 -0.305 0.391 -0.346 -0.497

Record 2
# C36H82N14O8P4

A 6-piece molecular cluster, C36H82N14O8P4 overall at a distorted geometry (ωB97M-V/def2-TZVPD, the OMol25 dataset).

Structure (XYZ):
```
144
Properties=species:S:1:pos:R:3
P -2.19512 5.63186 1.51749
P 4.05108 -5.94724 1.40214
P 0.66390 4.45257 -4.09139
P -4.29489 -5.42638 3.35895
O -1.67872 -1.15123 1.00623
O 1.70624 3.88652 -3.18883
O -4.49743 -4.42432 4.43371
O -0.02692 -2.26065 0.22058
O 9.26474 1.95387 -4.16369
O 4.54699 -5.50381 0.07957
O 9.19944 1.82376 -6.29677
O -1.13726 5.39761 0.51370
N -5.51629 -5.57630 2.19352
N 4.40825 -4.90509 2.67729
N 4.58976 -7.47655 1.89031
N 8.66006 1.93437 -5.21067
N -4.25752 -6.98170 4.04365
N -0.81762 3.63258 -4.25862
N -3.46446 4.52356 1.44288
N 0.21899 6.00062 -3.60923
N -1.66986 5.60795 3.12001
N 1.12801 4.63806 -5.66576
N -0.58488 -1.21578 0.48187
N -2.92063 -5.24641 2.40098
N 2.39932 -6.13238 1.34142
N -2.87461 7.15527 1.30799
C 1.28225 3.46880 -6.55057
C -1.38710 2.85147 -3.15153
C -4.62472 4.70400 2.29820
C 6.53010 1.83412 -4.03053
C -0.36292 1.21548 0.74750
C -2.58009 7.86159 0.06470
C -1.82856 3.95344 -5.25088
C -6.86274 -5.72937 2.71875
C 4.47112 2.30935 -5.14942
C -4.22531 -8.17886 3.19109
C 0.00682 6.29101 -2.19625
C 1.62908 -5.08236 0.69288
C 1.28782 0.05090 -0.52738
C -1.92089 -4.27608 2.80608
C -4.64085 -7.17807 5.44252
C 1.61382 -6.73705 2.40705
C 0.10168 0.03762 0.20112
C 1.36621 2.45650 -0.34946
C 7.21190 2.07682 -5.20667
C 5.35512 -7.75089 3.08663
C 4.94858 -3.57232 2.35070
C 5.15921 2.02118 -3.98233
C -5.45467 -4.71346 0.96509
C 5.13371 2.40794 -6.37394
C 4.15971 -5.10529 4.11854
C -2.43900 -6.22613 1.44909
C -1.55114 4.30606 3.81278
C -3.69119 3.85977 0.17499
C -0.50471 6.92445 -4.48096
C -3.56455 7.90426 2.33692
C 0.20278 2.44749 0.41212
C -0.77576 6.63749 3.60744
C 6.51458 2.33366 -6.38706
C 1.94597 5.76782 -6.07294
C 1.94991 1.24411 -0.70952
C 4.20438 -8.64856 1.13723
H 2.19274 -7.50207 2.92530
H -1.05875 4.50724 4.76190
H -6.91994 -6.44089 3.54316
H -3.97730 -6.61852 6.10215
H -2.30560 3.27241 -2.73471
H -3.19464 -6.91121 1.07314
H -4.27963 2.94448 0.20357
H -4.13965 4.55660 -0.54845
H -7.48717 -6.06983 1.89005
H 3.75396 -8.35579 0.18727
H 3.42360 -9.21957 1.65782
H -2.39298 -3.44293 3.32098
H -4.64235 -5.08874 0.35345
H 1.83963 3.38923 -0.62249
H -5.64996 -6.77957 5.58711
H -0.24729 3.26324 0.95931
H 1.20776 -4.37669 1.41597
H 0.74847 -5.52293 0.20410
H 2.06357 5.75911 -7.15882
H 0.87196 5.96697 -1.61664
H 0.75143 -7.22800 1.94545
H 5.95353 -6.86733 3.30855
H -1.20370 -4.74465 3.49808
H -1.35449 4.14766 -6.21456
H 6.00402 -3.60873 2.65910
H -2.38711 4.86039 -4.98943
H -1.68783 -6.86780 1.93413
H 0.10681 7.82383 -4.60396
H 5.06125 -3.41093 1.28027
H -0.96309 3.62164 3.20023
H -2.88641 8.41970 3.02904
H 7.10172 2.36060 -7.29623
H -2.87865 8.90502 0.17100
H -6.43990 -4.72989 0.51182
H -4.07387 7.22172 3.02329
H 3.16660 -5.54331 4.18356
H 4.54110 2.69756 -7.23015
H -1.95319 -5.68172 0.63688
H 6.05552 -8.56480 2.88234
H 2.33441 3.44564 -6.82033
H 4.60317 2.05871 -3.05542
H -0.98270 7.55071 3.04735
H 7.08746 1.60108 -3.13265
H 2.98796 5.71582 -5.72709
H 0.27899 6.37145 3.47349
H 1.05523 2.55499 -6.00015
H 4.77806 -8.03017 3.97596
H -4.63064 -8.22317 5.74017
H -4.75521 -7.96771 2.26239
H 0.55987 3.53141 -7.36217
H 4.27805 -4.19056 4.69130
H -1.52139 7.82736 -0.18588
H 4.88536 -5.80184 4.53824
H 1.59326 6.74620 -5.76121
H -3.16020 7.47377 -0.77841
H -0.65413 2.70691 -2.35808
H 4.37431 -2.81246 2.87362
H -1.62910 1.87504 -3.58363
H -5.17547 3.76291 2.33035
H -7.32489 -4.81061 3.10292
H 2.18691 -4.64964 -0.13422
H -4.82293 -8.95632 3.67155
H -1.23998 1.21633 1.38179
H -0.85761 5.72127 -1.84552
H -0.71872 6.54139 -5.47756
H -4.31538 8.56069 1.90418
H -3.20437 -8.53825 3.06956
H 1.69817 -0.85089 -0.96144
H 3.39222 2.35706 -5.21250
H -5.24866 -3.70694 1.33449
H 5.07531 -9.27632 0.94046
H -2.71301 3.62020 -0.24911
H -2.54136 3.13519 -5.34824
H -1.30719 -3.91110 1.98056
H -4.33423 4.99791 3.30579
H -0.92787 6.83899 4.67021
H -1.45955 7.24905 -4.05944
H 2.87191 1.24089 -1.27526
H -2.54249 3.92167 4.04885
H 1.19867 -6.01670 3.12092
H -0.12346 7.36109 -2.04807
H -5.33015 5.45972 1.92933
```

Properties
Total charge: 0
Structure (SMILES): CN(C)P(=O)(N(C)C)N(C)C.CN(C)P(=O)(N(C)C)N(C)C.CN(C)P(=O)(N(C)C)N(C)C.CN(C)P(=O)(N(C)C)N(C)C.O=[N+]([O-])c1ccccc1.O=[N+]([O-])c1ccccc1

Atom charges from the Mulliken analysis, given in e for atoms 1 to 5: -0.271 0.327 0.262 0.258 -0.635

Record 3
# C36H84N12O12

C36H84N12O12 as an isolated structure at a distorted geometry (ωB97M-V/def2-TZVPD, the OMol25 dataset).

Structure (XYZ):
```
144
Properties=species:S:1:pos:R:3
O -4.98926 0.09873 3.79381
O -3.78286 2.85696 1.25649
O -2.07458 0.60242 -0.67616
O 2.15683 0.40871 -2.68070
O -3.62063 -0.23676 -2.90197
O 1.84217 -1.05839 1.05441
O -1.43766 -1.49470 -7.22480
O 6.15669 2.15891 1.52391
O 3.67529 -2.46687 -1.77851
O -0.20731 1.50950 3.19980
O 1.09699 -1.92367 -2.93235
O -1.06563 5.61636 1.65477
N -0.84084 -0.61726 -5.15060
N 0.14700 0.50249 -0.26982
N 4.70276 1.47165 -0.02732
N -3.44768 2.78898 -0.96261
N 4.14529 -0.54605 -2.73012
N -3.58533 -0.31057 2.10754
N -0.26672 -2.40788 -1.13393
N 2.95504 -0.27630 2.83374
N -0.49809 -0.58468 3.98465
N -4.88171 0.35879 -1.06235
N -0.59607 3.81649 2.95758
N 2.21529 -3.71643 -0.68746
C 3.38767 0.90716 -0.32290
C -1.09539 -3.39623 -1.86302
C -3.72151 0.27335 -1.78677
C -0.94797 2.95051 4.13525
C 5.18272 1.48060 1.21695
C 2.78054 -1.12553 1.82824
C 1.34865 -4.91184 -0.78573
C 2.17255 0.94613 3.00311
C -3.05923 2.59948 0.32397
C 4.04821 -0.40722 3.71722
C 4.84322 -1.79428 -2.79685
C -0.96045 0.40655 -1.07899
C 0.02083 -1.31786 2.84084
C -2.28223 0.02251 1.51251
C 2.91380 -3.43326 -1.74311
C 0.61562 -0.77099 -5.35381
C 5.29770 2.34297 -1.01562
C -4.78965 0.73808 0.33643
C -1.24478 -0.25227 -3.79691
C -0.47529 -2.23914 0.26526
C -0.01833 0.87086 1.21022
C 1.87011 -2.73882 0.39691
C -4.16366 -1.51164 1.56229
C -1.73022 -0.91081 -6.17156
C -1.03739 -1.43611 5.04881
C -1.12997 5.02027 2.81794
C 2.81516 -0.62070 -2.64512
C -0.61628 0.75330 4.02089
C -2.55356 2.58802 -2.01654
C 1.57547 0.41011 -0.74845
C 0.12569 3.11699 1.87608
C 5.07088 0.64591 -2.88873
C -4.90561 3.08431 -1.28699
C 0.70909 -1.77979 -1.75421
C -4.10693 0.46058 3.07598
C -6.19864 0.08301 -1.74025
H -1.73594 3.39371 4.74416
H -0.08584 2.74071 4.76836
H 0.86035 -2.82419 0.79841
H -5.59895 0.27678 0.90242
H 1.19982 0.76078 2.54754
H 5.80401 1.77084 -1.79307
H 6.06566 2.91959 -0.50000
H -2.82786 0.59661 -1.23079
H 2.64280 1.29666 0.37103
H -1.57199 -0.75183 1.80243
H -0.94267 -4.36910 -1.39579
H 2.13385 -0.40938 -0.29597
H 1.53109 -5.50747 -1.68018
H -1.40650 5.43586 3.79927
H 5.62229 0.51623 -3.81997
H 3.02450 0.82535 -1.34736
H -0.94117 1.19861 4.97397
H -0.92387 -3.48675 -2.93561
H -0.49626 -1.36739 5.99251
H 0.51212 3.66785 1.01857
H -0.54698 0.17639 -2.07311
H -2.17374 3.48189 -2.51135
H 3.29305 -2.09937 1.86239
H 1.27326 0.06588 -5.11872
H -0.84417 -1.62513 2.25307
H 0.88837 -1.69698 -4.84759
H -2.73614 -0.65793 -5.80228
H 4.16220 -2.64512 -2.81631
H -6.49276 -0.96479 -1.80095
H -0.37011 -3.22092 0.72692
H -2.08491 2.09725 0.42736
H 5.65895 0.79827 -1.98371
H 2.59300 -2.72676 1.21262
H -6.25423 0.59710 -2.69979
H 3.48019 -0.15139 -0.07996
H 4.41099 2.86800 -1.37086
H 0.61376 0.21600 1.81000
H 0.31194 -1.77050 0.85580
H -1.41544 0.82409 -3.77598
H 3.91515 0.28904 4.54524
H 5.41429 -1.87450 -1.87188
H -1.73320 1.88345 -1.87983
H -3.14794 2.14958 -2.81815
H 0.51208 1.80919 1.37242
H -5.42746 2.97573 -0.33621
H 0.68134 -0.99682 -6.41813
H -0.52776 -0.46972 -3.00527
H -5.43102 2.47412 -2.02165
H -0.31156 2.20512 1.46936
H 4.74444 0.79189 1.95573
H -5.18045 -1.55886 1.95218
H -2.23529 -0.69180 -3.67940
H -1.92474 1.04055 1.66712
H -2.05742 -1.07436 5.17844
H -1.06118 -2.52042 4.94017
H 1.45867 0.29698 -1.82626
H 1.99800 -1.72370 0.02106
H -0.98510 0.94046 1.70882
H 2.18735 1.27304 -0.48566
H -1.39920 1.99939 3.85263
H 5.01571 -0.33362 3.22059
H 4.03031 -1.44791 4.04087
H -6.98918 0.51999 -1.13019
H 2.73481 1.82291 2.68185
H -3.80032 0.55860 0.75727
H 5.48693 -1.91641 -3.66794
H 2.45544 -1.66127 -2.64103
H 4.48459 1.55507 -3.02209
H 1.09801 -0.97345 -1.11331
H -3.35321 1.21609 3.34673
H -2.17489 -0.02735 0.42896
H -4.91408 1.81404 0.45858
H -2.17193 -3.27058 -1.74741
H -1.42935 -1.78537 0.53348
H -3.61526 -2.39537 1.88843
H -5.02104 4.12549 -1.58819
H 2.93938 -4.14637 -2.58157
H 1.96094 1.09275 4.06227
H 0.71878 -0.72577 2.24891
H 1.05936 2.73595 2.28981
H 0.49738 -2.23693 3.18189
H -4.37370 -1.57550 0.49463
H 0.41256 -4.42140 -1.05275
H 1.28748 -5.59610 0.06053
```

Properties
Total charge: 0

Atom charges from the Mulliken analysis, given in e for atoms 1 to 5: -0.662 -0.585 -0.451 -0.565 -0.831

| no. | Kohn-Sham gap (eV) |
| --- | --- |
| 1 | 8.34 |
| 2 | 7.93 |
| 3 | 5.81 |